{
  "formula": "C21H35BN6NaS3",
  "method": "the ωB97M-V functional and the def2-TZVPD basis",
  "symbols": ["S", "S", "S", "Na", "N", "N", "N", "N", "N", "N", "C", "C", "C", "C", "C", "C", "C", "C", "C", "C", "C", "C", "C", "C", "C", "C", "C", "C", "C", "C", "C", "B", "H", "H", "H", "H", "H", "H", "H", "H", "H", "H", "H", "H", "H", "H", "H", "H", "H", "H", "H", "H", "H", "H", "H", "H", "H", "H", "H", "H", "H", "H", "H", "H", "H", "H", "H"],
  "xyz": [[0.5647, -1.2091, -2.0304], [-1.3106, -1.2244, 1.6735], [-0.4618, 2.3803, -0.2545], [0.0000, 0.0000, 0.0000], [-1.4963, 0.9465, -1.9874], [-2.6189, 0.3551, 0.2856], [-1.7559, -1.5420, -1.2651], [-2.7498, 0.6094, 2.5350], [-0.4949, -3.4097, -1.5302], [-0.1736, 2.6419, -2.7080], [-1.1015, 0.6281, 4.4115], [0.0695, -5.4230, -2.8612], [2.0677, 3.5285, -2.0520], [-3.4200, 1.4015, 0.5634], [-3.0892, -0.9417, 4.4606], [-2.2163, -0.1143, 1.5020], [-0.6448, 1.9480, -3.7732], [-3.4008, 1.5066, 4.7953], [0.5681, -4.4360, -1.7838], [-1.7325, -3.7492, -1.0952], [1.9143, -3.8565, -2.2752], [-2.4924, -2.6193, -0.9342], [-0.7146, 2.0043, -1.6234], [0.0536, 5.0624, -2.1419], [-3.5038, 1.5571, 1.9247], [0.7363, 3.8300, -2.7738], [-1.4427, 0.9214, -3.3332], [0.8469, -5.2049, -0.4740], [-2.5825, 0.4472, 4.0144], [1.0817, 4.1969, -4.2393], [-0.5399, -2.0411, -1.6305], [-2.3431, -0.0951, -1.1853], [-0.4448, -0.1355, 3.9546], [1.9286, 3.3246, -0.9739], [1.2068, -4.5050, 0.3108], [1.6720, 0.0609, 0.8468], [1.7555, 5.0806, -4.2783], [-0.1348, -4.8823, -3.8102], [-0.0673, -5.7078, -0.0963], [0.7108, 5.9558, -2.2178], [-0.7408, 1.6305, 4.0955], [-4.4853, 1.4126, 4.5699], [0.8287, -6.2104, -3.0599], [-4.0867, 2.3238, 2.4149], [-0.4345, 2.1530, -4.8133], [1.6206, -5.9880, -0.6298], [-0.8644, -5.9316, -2.5437], [-4.1573, -1.0677, 4.1804], [-3.2730, 1.3764, 5.8921], [2.7591, 4.3956, -2.1291], [-0.1696, 4.9166, -1.0683], [0.1623, 4.4496, -4.8105], [2.5605, 2.6449, -2.5116], [-3.4092, -0.1398, -1.7234], [-2.0729, -4.7569, -0.8975], [1.6015, 3.3552, -4.7457], [-3.0662, 2.5344, 4.5372], [2.3586, -3.1770, -1.5174], [1.7912, -3.3255, -3.2430], [-0.9003, 5.2829, -2.6676], [-3.0000, -1.0558, 5.5627], [-0.9792, 0.5420, 5.5130], [-1.9545, 0.2032, -3.9622], [-3.9211, 2.0142, -0.1761], [-3.5204, -2.5899, -0.5939], [-2.5131, -1.7681, 4.0036], [2.6505, -4.6722, -2.4451]],
  "nbo_charge": [-0.10, -0.11, -0.11, 0.65, -0.57, -0.57, -0.57, -0.40, -0.40, -0.40, -0.63, -0.62, -0.63, -0.04, -0.63, 0.11, -0.11, -0.62, 0.15, -0.11, -0.63, -0.04, 0.11, -0.63, -0.11, 0.15, -0.04, -0.62, 0.15, -0.62, 0.11, 0.58, 0.26, 0.26, 0.24, -0.78, 0.22, 0.22, 0.20, 0.20, 0.22, 0.21, 0.21, 0.21, 0.21, 0.20, 0.20, 0.20, 0.22, 0.20, 0.25, 0.21, 0.22, -0.06, 0.21, 0.22, 0.22, 0.25, 0.23, 0.20, 0.20, 0.20, 0.22, 0.22, 0.22, 0.25, 0.19],
  "total_charge": -1,
  "fmax_ev_per_a": 15.06,
  "e_tot_ha": -2531.38307,
  "spin_multiplicity": 1
}

{
  "formula": "C21H35BO2P2W",
  "method": "the ωB97M-V functional and the def2-TZVPD basis",
  "symbols": ["W", "P", "P", "O", "O", "C", "C", "C", "C", "C", "C", "C", "C", "C", "C", "C", "C", "C", "C", "C", "C", "C", "C", "C", "C", "C", "B", "H", "H", "H", "H", "H", "H", "H", "H", "H", "H", "H", "H", "H", "H", "H", "H", "H", "H", "H", "H", "H", "H", "H", "H", "H", "H", "H", "H", "H", "H", "H", "H", "H", "H", "H"],
  "xyz": [[0.5524, 0.4614, 0.4951], [4.1083, 0.8950, -5.1542], [5.0833, 2.8746, -3.1794], [-2.2736, -1.3689, 0.4315], [-0.9590, -2.1773, 2.1999], [4.3705, 4.4924, -3.6828], [5.1264, -0.6216, -4.9366], [-2.8013, -3.3047, 3.3739], [-2.2184, -2.6758, 2.2879], [-4.3818, -2.3150, 1.2223], [-0.0573, 0.1038, -1.4505], [1.7120, 1.9820, -0.3712], [-4.9763, -2.9184, 2.3328], [1.6250, 2.0015, -1.8678], [2.5569, 0.9610, 0.3027], [-3.0067, -2.1974, 1.2189], [3.2234, -0.1255, -0.5064], [-0.8870, 1.7633, 1.0826], [2.2905, -0.9269, -1.4477], [6.2868, 3.3937, -1.9016], [5.4438, 2.0205, -5.7991], [0.8469, -0.9615, -1.0154], [6.2247, 2.6226, -4.6255], [-4.1956, -3.4147, 3.3829], [3.2345, 0.5160, -6.7194], [0.4617, 1.1311, -2.4173], [-0.9628, -1.2480, 1.0708], [1.4394, 3.0389, -2.2023], [5.1475, 5.1787, -4.0482], [3.6847, -0.8682, 0.1702], [6.9178, 4.2324, -2.2312], [5.7208, -0.5126, -4.0201], [4.4491, -1.4780, -4.8174], [-1.7984, 1.6872, 0.4851], [-4.9497, -1.8883, 0.4027], [5.7907, -0.7893, -5.7959], [-0.5182, 2.7953, 1.1127], [-6.0676, -2.9707, 2.3875], [6.6790, 3.5871, -4.8832], [-2.1843, -3.6507, 4.2028], [-1.1177, 1.4521, 2.1172], [3.1210, 1.2756, 1.1876], [2.7595, 1.4415, -7.0746], [5.7263, 3.6817, -1.0005], [7.0233, 1.9462, -4.2903], [3.9078, 0.1217, -7.4943], [3.6253, 4.3174, -4.4694], [2.6049, 1.7656, -2.3368], [-4.6825, -3.8799, 4.2478], [-0.3608, 1.7933, -2.7327], [6.0898, 1.4422, -6.4706], [2.4477, -0.2201, -6.5017], [0.4163, -1.9597, -0.9282], [6.9169, 2.5255, -1.6604], [0.7806, 0.6555, -3.3601], [1.6795, 2.9656, 0.1074], [2.4047, -0.6341, -2.5025], [4.9471, 2.8024, -6.3903], [2.6391, -1.9737, -1.4459], [4.1013, 0.2940, -1.0439], [-1.1139, -0.1424, -1.5011], [3.8666, 4.9311, -2.8112]],
  "nbo_charge": [1.48, 0.76, 0.76, -0.63, -0.63, -0.94, -0.94, -0.29, 0.44, -0.26, -0.34, -0.25, -0.06, -0.49, -0.48, 0.35, -0.44, -1.01, -0.44, -0.95, -0.70, -0.41, -0.70, -0.06, -0.94, -0.45, 0.77, 0.26, 0.23, 0.24, 0.23, 0.23, 0.23, 0.28, 0.27, 0.23, 0.27, 0.26, 0.23, 0.28, 0.29, 0.29, 0.24, 0.22, 0.23, 0.23, 0.23, 0.30, 0.27, 0.25, 0.23, 0.23, 0.26, 0.24, 0.26, 0.28, 0.26, 0.23, 0.26, 0.28, 0.28, 0.23],
  "total_charge": 2,
  "fmax_ev_per_a": 4.94,
  "e_tot_ha": -1745.51560,
  "de_lowest_kj_mol": 0.0,
  "spin_multiplicity": 3
}

{
  "formula": "C21H35Br2CrN10S",
  "method": "the ωB97M-V functional and the def2-TZVPD basis",
  "symbols": ["Br", "Br", "Cr", "S", "N", "N", "N", "N", "N", "N", "N", "N", "N", "N", "C", "C", "C", "C", "C", "C", "C", "C", "C", "C", "C", "C", "C", "C", "C", "C", "C", "C", "C", "C", "C", "H", "H", "H", "H", "H", "H", "H", "H", "H", "H", "H", "H", "H", "H", "H", "H", "H", "H", "H", "H", "H", "H", "H", "H", "H", "H", "H", "H", "H", "H", "H", "H", "H", "H", "H"],
  "xyz": [[-0.1364, 0.1857, 3.2309], [-2.7641, 2.0127, 3.7972], [0.0070, 0.3409, 0.4741], [-0.6175, 2.6023, 0.6800], [1.8257, 1.0785, 0.9456], [2.0535, 2.3892, 1.2653], [-1.9565, -0.2195, 0.2025], [-4.1952, 0.0308, 0.9955], [1.1626, -1.3956, 0.4468], [0.0694, 0.2074, -1.5728], [1.1233, 4.4376, 1.4519], [-2.8871, -1.4275, 2.0140], [1.4005, -0.5018, -3.4534], [2.1832, 1.0792, -2.0828], [1.1330, 0.2263, -2.3559], [-0.8826, 1.8010, 4.0264], [1.6877, -3.6593, -0.0801], [-4.1885, -1.6267, 2.6584], [-4.5607, 1.3534, 0.5046], [-2.9645, -0.5090, 1.0266], [2.5889, 0.0164, -4.1459], [0.7932, -2.6129, 0.0370], [1.8457, 2.5051, -1.9340], [3.0143, -3.4312, 0.2477], [-2.2938, 0.2070, -1.1749], [-1.9532, -2.5312, 2.0452], [0.6960, -1.6239, -4.0661], [4.1836, 0.6394, 1.4579], [3.4079, -2.1609, 0.6426], [2.4651, -1.1515, 0.7120], [-1.2087, -0.3464, -2.0596], [2.8078, 0.2516, 1.0478], [0.9787, 3.1388, 1.1564], [3.2779, 0.7744, -3.0207], [-5.0986, -0.6217, 1.9492], [2.6274, 3.0077, -1.3689], [-1.2424, -1.4352, -1.9815], [2.3006, 0.6409, -4.9942], [-3.2623, -0.1839, -1.4881], [-2.3038, 1.2920, -1.2888], [-0.2563, -2.7422, -0.1931], [4.3163, 1.7101, 1.3459], [4.3504, 0.3867, 2.5096], [-4.1161, -1.4460, 3.7301], [0.9065, 2.6012, -1.3990], [1.7454, 2.9843, -2.9129], [1.4369, -2.3153, -4.4636], [2.0351, 4.7942, 1.6872], [-3.6811, 1.9236, 0.2331], [1.3436, -4.6312, -0.4056], [-5.9357, -1.0903, 1.4348], [3.1890, -0.8119, -4.5165], [-5.0668, 1.8931, 1.3060], [4.4381, -1.9558, 0.8953], [-1.3898, -0.0622, -3.0973], [4.0224, 0.1465, -2.5303], [3.7397, -4.2329, 0.1904], [-2.3367, -3.3944, 1.4907], [0.3639, 5.0805, 1.3145], [-4.5187, -2.6542, 2.5050], [-5.4983, 0.1235, 2.6375], [-1.0015, -2.2311, 1.6291], [-1.7869, -2.8294, 3.0795], [0.0662, -1.2864, -4.8902], [3.7628, 1.6894, -3.3485], [0.0940, -2.1618, -3.3487], [-0.3664, 2.6337, 3.5697], [4.9320, 0.1125, 0.8664], [-5.2363, 1.2902, -0.3481], [-0.6687, 1.6956, 5.0811]],
  "nbo_charge": [0.18, 0.10, 1.20, -0.21, -0.33, -0.43, -0.75, -0.39, -0.53, -0.67, -0.77, -0.39, -0.39, -0.43, 0.67, -0.50, -0.22, -0.22, -0.41, 0.69, -0.22, 0.07, -0.41, -0.11, -0.21, -0.40, -0.41, -0.68, -0.21, 0.16, -0.23, 0.28, 0.31, -0.22, -0.21, 0.22, 0.18, 0.21, 0.22, 0.20, 0.22, 0.28, 0.26, 0.22, 0.23, 0.20, 0.23, 0.42, 0.22, 0.25, 0.22, 0.22, 0.22, 0.25, 0.22, 0.21, 0.25, 0.21, 0.42, 0.21, 0.21, 0.20, 0.23, 0.22, 0.23, 0.21, 0.24, 0.24, 0.22, 0.26],
  "total_charge": 2,
  "fmax_ev_per_a": 0.77,
  "e_tot_ha": -7959.08084,
  "de_lowest_kj_mol": 0.0,
  "spin_multiplicity": 4
}